Below is 2 unconnected molecules or ions with the total composition C2H6Cl2N at a distorted geometry, with properties calculated with ωB97M-V with the def2-TZVPD basis set.

XYZ file:
```
11
Properties=species:S:1:pos:R:3
H -1.28550 -0.18741 2.31034
C 0.39513 -0.23719 1.28298
H -1.57768 -0.06588 0.64904
N -0.94728 0.22028 1.43725
H -0.11842 0.90714 -2.69299
H 1.13304 0.52404 1.19695
H 0.82735 -1.17426 1.70162
C 0.43475 -0.05024 -2.65084
Cl 0.20002 -0.65097 -1.09069
H -0.91341 1.22746 1.34841
Cl 1.85200 -0.51296 -3.49208
```

Its HOMO energy (alpha / beta) is -12.123 / -13.550 eV. The value obtained for the strongest force on any atom is 2.866 eV Å⁻¹. The calculation puts the frontier orbital gap (alpha / beta) at 6.991 / 9.523 eV. The calculation puts the energy relative to the best compared isomer or geometry (same formula, charge and spin) at 4.7134 eV. As for the charge: +1.

=====

Below is a single C2H6Cl2N2P2 molecule at a distorted geometry, with properties calculated with ωB97M-V with the def2-TZVPD basis set.

XYZ file:
```
14
Properties=species:S:1:pos:R:3
C 2.26110 0.01904 -1.17979
N 0.63822 0.77926 0.34594
H -2.35615 0.08389 2.29331
P -3.03364 -1.17161 0.30308
H 2.38951 0.05089 -2.20907
C -1.90692 -0.35007 1.34807
Cl -1.74602 1.73472 -0.90142
Cl -1.72824 -2.06273 -0.99659
H 2.98374 0.69182 -0.88196
P -0.86580 1.27292 0.88160
H -1.30490 -1.14899 1.80037
H 1.50703 0.77410 0.87155
H 2.24217 -1.05989 -0.72781
N 0.91992 0.38666 -0.94727
```

Its HOMO energy (alpha / beta) is -7.500 / -9.118 eV. The value obtained for the strongest force on any atom is 3.888 eV Å⁻¹. The calculation puts the frontier orbital gap (alpha / beta) at 8.311 / 8.206 eV. As for the expectation value of S²: 2.01. As for the charge: 0. Its spin multiplicity is 3.

=====

Below is a single C2H6Cl2NOP molecule at a distorted geometry, with properties calculated with ωB97M-V with the def2-TZVPD basis set.

XYZ file:
```
13
Properties=species:S:1:pos:R:3
P -2.84778 0.04210 -0.24134
H 0.47103 0.94888 0.45644
O -2.62180 0.27391 -1.65916
H -0.50192 -1.39975 -1.10747
H 0.45267 -1.45096 0.31019
N -1.34036 -0.94428 0.75507
Cl -3.31012 1.79894 0.65230
C -0.27180 -0.88069 -0.21601
Cl -4.40191 -1.06917 0.13512
H 1.21859 0.12154 -1.10656
H -1.23808 -0.51069 1.65377
H -0.39274 0.95347 -1.20983
C 0.29026 0.44590 -0.60716
```

Its HOMO energy is -10.002 eV. The value obtained for the strongest force on any atom is 6.024 eV Å⁻¹. The calculation puts the frontier orbital gap at 10.183 eV. The calculation puts the energy relative to the best compared isomer or geometry (same formula, charge and spin) at 1.4099 eV. As for the charge: 0. The SMILES is CCNP(=O)(Cl)Cl.

=====

Below is a single C2H6ClN3S molecule at a distorted geometry, with properties calculated with ωB97M-V with the def2-TZVPD basis set.

XYZ file:
```
13
Properties=species:S:1:pos:R:3
Cl 1.13733 1.07371 -2.39370
N -1.44458 0.27728 -0.15967
H -0.10620 2.23197 -0.85726
N 0.55713 -0.82272 0.29048
H -1.64347 -1.09568 1.35204
C 0.54655 1.42058 -0.74956
C -0.19101 0.25645 -0.20977
H 1.39716 1.67535 -0.14031
H 0.10813 -1.69272 -0.02919
H 2.37452 -0.80904 1.59538
S 2.22222 -0.92179 0.29000
N -1.98237 -0.89051 0.40939
H -2.97542 -0.70287 0.60218
```

Its HOMO energy is -8.873 eV. The value obtained for the strongest force on any atom is 1.848 eV Å⁻¹. The calculation puts the frontier orbital gap at 9.555 eV. The calculation puts the energy relative to the best compared isomer or geometry (same formula, charge and spin) at 0.0000 eV. As for the charge: 0. The SMILES is N/N=C(/CCl)NS.

=====

Below is a single C2H6ClNO2S2 molecule at a distorted geometry, with properties calculated with ωB97M-V with the def2-TZVPD basis set.

XYZ file:
```
14
Properties=species:S:1:pos:R:3
H -1.10143 3.27188 -0.73555
Cl -3.73324 -1.56663 -0.61642
N -0.68772 2.33246 -0.81006
S -4.22652 0.16200 0.21594
H -0.98371 -0.47947 -1.33943
H 0.40645 -1.84640 0.28150
H 0.41341 0.25112 -0.91254
S -1.25667 1.32240 0.18858
H -1.12954 -1.65174 1.10723
C -0.54732 -0.14090 -0.46072
O -2.91131 1.16188 -0.16557
H 0.10872 -0.75210 1.51583
O -1.25754 1.35807 1.62168
C -0.24933 -1.16554 0.63629
```

Its HOMO energy is -9.181 eV. The value obtained for the strongest force on any atom is 3.641 eV Å⁻¹. The calculation puts the frontier orbital gap at 9.255 eV. The calculation puts the energy relative to the best compared isomer or geometry (same formula, charge and spin) at 1.2449 eV. As for the charge: 0. The SMILES is CC[S@](=N)(=O)OSCl.

=====

Below is 2 unconnected molecules or ions with the total composition C2H6ClNO3S at a distorted geometry, with properties calculated with ωB97M-V with the def2-TZVPD basis set.

XYZ file:
```
14
Properties=species:S:1:pos:R:3
Cl -1.49859 -2.76795 3.19507
H -1.52404 -2.16836 1.91456
H 3.41439 1.36835 -1.03140
S -0.70571 -0.67635 -0.60019
C 0.69098 0.07105 0.29144
N -1.68606 0.64663 -0.79482
C 2.55479 1.42279 -0.32854
H 2.64731 2.26520 0.46382
O -0.17636 -1.15922 -1.83506
H 0.39141 0.75917 1.14712
H -2.54850 0.58819 -0.44269
O 1.71056 0.46092 -0.39118
H -1.82603 0.78359 -1.77739
O -1.44414 -1.59401 0.18924
```

Its HOMO energy (alpha / beta) is -7.410 / -10.920 eV. The value obtained for the strongest force on any atom is 6.772 eV Å⁻¹. The calculation puts the frontier orbital gap (alpha / beta) at 7.813 / 9.384 eV. As for the expectation value of S²: 2.01. As for the charge: 0. Its spin multiplicity is 3.

=====

Below is 2 unconnected molecules or ions with the total composition C2H6ClOPS at a distorted geometry, with properties calculated with ωB97M-V with the def2-TZVPD basis set.

XYZ file:
```
12
Properties=species:S:1:pos:R:3
P 0.26458 0.10654 0.60761
H 1.63911 2.43295 -1.28452
C 2.05578 2.03649 -0.38130
H 1.94373 2.75243 0.45601
O 1.34284 0.78921 -0.32182
H 3.25093 1.83160 -0.37289
C -1.61161 -2.28226 0.45128
Cl -2.89022 1.07482 -0.22133
H -1.94092 -3.03144 -0.15814
H -1.41802 -2.73888 1.41629
H -2.45104 -1.45867 0.31086
S -0.18516 -1.51278 -0.50206
```

Its HOMO energy (alpha / beta) is -8.215 / -8.215 eV. The value obtained for the strongest force on any atom is 3.945 eV Å⁻¹. The calculation puts the frontier orbital gap (alpha / beta) at 6.375 / 6.376 eV. The calculation puts the energy relative to the best compared isomer or geometry (same formula, charge and spin) at 3.2413 eV. As for the charge: 0.

=====

Below is 2 unconnected molecules or ions with the total composition C2H6ClOS, with properties calculated with ωB97M-V with the def2-TZVPD basis set.

XYZ file:
```
11
Properties=species:S:1:pos:R:3
Cl 3.40199 -0.26509 1.18673
H 0.75275 -0.86062 0.67058
H -1.55365 1.94656 -0.01904
C -1.21500 0.94732 0.24750
C 0.28570 -1.15884 -0.26977
H -2.04308 0.29913 0.53198
H 0.98128 -1.72513 -0.88019
H -0.60312 -1.75363 -0.03164
S -0.29922 0.29541 -1.14939
O 0.81003 1.23181 -1.36993
H -0.51768 1.04308 1.08318
```

Its HOMO energy is -3.525 eV. The value obtained for the strongest force on any atom is 0.719 eV Å⁻¹. The calculation puts the frontier orbital gap at 6.613 eV. The calculation puts the energy relative to the best compared isomer or geometry (same formula, charge and spin) at 0.5493 eV. As for the charge: -1.

=====

Below is a molecular structure, C2H6CsO at a distorted geometry, with properties calculated with ωB97M-V with the def2-TZVPD basis set.

XYZ file:
```
10
Properties=species:S:1:pos:R:3
H 0.18548 -0.41481 1.63154
C 1.11237 0.08376 -0.20000
Cs -2.81114 2.89991 -2.07337
H 2.11924 -0.04404 0.19747
C 0.12949 -0.73446 0.59097
O -1.09353 -0.29757 0.13345
H -1.75064 -0.80566 0.61473
H 0.20643 -1.81269 0.45096
H 0.89119 1.14253 -0.06515
H 1.01112 -0.01698 -1.28061
```

Its HOMO energy is -13.269 eV. The value obtained for the strongest force on any atom is 2.785 eV Å⁻¹. The calculation puts the frontier orbital gap at 9.333 eV. The calculation puts the energy relative to the best compared isomer or geometry (same formula, charge and spin) at 0.5791 eV. As for the charge: +1.

=====

Below is a molecular structure, C2H6CuO at a distorted geometry, with properties calculated with ωB97M-V with the def2-TZVPD basis set.

XYZ file:
```
10
Properties=species:S:1:pos:R:3
H 3.41905 0.98749 -0.34753
C -1.42001 0.38965 0.02217
C 0.70482 -0.85023 0.04292
O -0.01677 0.42834 0.08820
H -1.82513 -0.18064 0.87449
H -1.74690 -0.09019 -0.91524
H -1.79605 1.42004 0.05556
Cu 1.88046 0.73820 0.18453
H 0.43775 -1.37024 -0.89425
H 0.36278 -1.47242 0.88914
```

Its HOMO energy (alpha / beta) is -8.482 / -9.233 eV. The value obtained for the strongest force on any atom is 2.117 eV Å⁻¹. The calculation puts the frontier orbital gap (alpha / beta) at 9.106 / 8.302 eV. As for the expectation value of S²: 0.76. As for the charge: 0. Its spin multiplicity is 2.